[1]
C19H26N2O2S | ωB97M-V/def2-TZVPD

```
! wB97M-V def2-TZVPD RIJCOSX def2/J DEFGRID3
* xyz 0 1
C -5.46 0.52 -2.28
C -4.05 0.06 -1.90
C -3.23 1.10 -1.10
C -2.99 2.37 -1.95
C -1.88 0.52 -0.58
N -2.12 -0.66 0.26
C -1.90 -1.95 -0.02
C -1.27 -2.34 -1.34
O -2.22 -2.82 0.78
C -1.11 1.56 0.24
O -1.58 1.99 1.28
N 0.07 1.97 -0.24
C 0.95 2.90 0.46
H -6.01 -0.31 -2.72
H -5.99 0.87 -1.40
H -5.41 1.32 -3.02
H -3.50 -0.21 -2.81
H -4.17 -0.84 -1.30
H -3.82 1.39 -0.23
H -2.45 3.12 -1.37
H -3.94 2.81 -2.24
H -2.42 2.12 -2.84
H -1.28 0.25 -1.45
H -2.46 -0.48 1.19
H -0.26 -1.93 -1.39
H -1.21 -3.43 -1.38
H -1.87 -1.98 -2.16
H 0.40 1.58 -1.11
H 1.91 3.00 -0.06
H 1.14 2.53 1.48
H 0.48 3.88 0.54
S 0.56 -0.56 2.53
C 2.31 -0.79 2.53
C 2.97 -0.85 3.77
C 4.35 -1.03 3.84
C 5.10 -1.16 2.66
C 4.46 -1.11 1.41
C 5.21 -1.25 0.24
C 4.59 -1.21 -1.01
C 3.20 -1.03 -1.09
C 2.45 -0.89 0.07
C 3.06 -0.93 1.34
H 0.40 -0.51 3.87
H 2.40 -0.75 4.69
H 4.85 -1.06 4.80
H 6.17 -1.31 2.72
H 6.28 -1.40 0.29
H 5.17 -1.32 -1.92
H 2.72 -1.00 -2.07
H 1.37 -0.75 -0.02
*
```

Values from the calculation:
**Orbital gap**: 0.2959 Eh
**Strongest force on any atom**: 2.0 eV/A
**Lowest unoccupied orbital energy**: 0.00778 Eh
**Relative energy (zero: lowest compared OMol25 entry of this formula, charge and spin)**: 0.000 eV

[2]
C4H18ClMgO5 | ωB97M-V/def2-TZVPD

```
! wB97M-V def2-TZVPD RIJCOSX def2/J DEFGRID3
* xyz 1 1
Mg 0.71 -3.64 1.62
Cl 0.30 -1.62 0.83
O 0.46 0.18 4.24
H 0.46 -0.31 3.41
H 1.36 0.49 4.37
O -2.87 -2.36 -0.40
H -2.65 -3.14 -0.90
H -2.04 -1.93 -0.17
O 3.53 0.03 1.27
H 2.73 -0.49 1.17
H 3.49 0.42 2.15
C -1.44 2.09 1.01
C -2.46 1.03 1.35
O -3.19 1.45 2.51
H -0.67 2.17 1.78
H -1.89 3.06 0.81
H -0.92 1.77 0.10
H -1.88 0.13 1.62
H -3.08 0.82 0.48
H -4.00 0.94 2.58
C 2.03 0.18 -4.15
C 1.52 -0.12 -2.77
O 0.37 -0.95 -2.92
H 2.35 -0.73 -4.66
H 2.89 0.86 -4.13
H 1.24 0.67 -4.73
H 1.27 0.82 -2.25
H 2.29 -0.62 -2.16
H 0.07 -1.22 -2.05
*
```

Values from the calculation:
**Orbital gap**: 0.1346 Eh
**Strongest force on any atom**: 1.1 eV/A
**Lowest unoccupied orbital energy**: -0.32097 Eh

[3]
C10H19N2S | ωB97M-V/def2-TZVPD

```
! wB97M-V def2-TZVPD RIJCOSX def2/J DEFGRID3
* xyz 1 1
C 2.19 2.73 -2.08
N 2.36 1.30 -1.38
C 1.12 0.22 -1.91
N -0.09 0.58 -1.39
S -1.30 1.56 -2.09
C -2.51 1.07 -0.96
C -2.09 0.17 -0.05
C -0.69 -0.20 0.11
C -0.06 0.30 1.44
C -0.71 -0.54 2.60
C -0.49 -1.98 2.49
C -0.99 -2.52 1.12
C -0.42 -1.66 -0.07
H 3.00 3.33 -1.65
H 2.24 2.70 -3.14
H 1.23 3.02 -1.71
H 3.19 0.77 -1.79
H 2.37 1.69 -0.37
H 1.01 0.24 -3.03
H 1.56 -0.68 -1.70
H -3.47 1.50 -1.05
H -2.77 -0.20 0.71
H -0.49 1.41 1.53
H 1.06 0.50 1.44
H -1.73 -0.25 2.50
H -0.27 -0.17 3.52
H 0.60 -2.21 2.51
H -0.90 -2.51 3.31
H -0.53 -3.55 1.02
H -2.09 -2.68 0.99
H 0.59 -1.82 -0.04
H -0.92 -2.10 -0.89
*
```

Values from the calculation:
**Orbital gap**: 0.2974 Eh
**Strongest force on any atom**: 4.5 eV/A
**Lowest unoccupied orbital energy**: -0.10846 Eh
**Relative energy (zero: lowest compared OMol25 entry of this formula, charge and spin)**: 2.020 eV

[4]
C4H11ClF5HfOTeV | ωB97M-V/def2-TZVPD

```
! wB97M-V def2-TZVPD RIJCOSX def2/J DEFGRID3
* xyz 0 3
V 0.33 -0.19 -2.01
Cl 0.91 -1.75 -0.56
C 1.93 0.95 -2.69
C -0.70 -1.05 -3.67
H 1.81 1.31 -3.73
H 2.02 1.82 -2.02
H 2.86 0.36 -2.63
H -0.57 -0.47 -4.60
H -1.78 -1.13 -3.44
H -0.31 -2.07 -3.84
Hf -0.33 -0.08 1.34
C -2.19 -1.27 1.41
C -0.77 0.97 -0.61
H -3.00 -0.79 0.84
H -2.10 -2.32 1.07
H -2.53 -1.32 2.47
H -1.68 0.70 -1.19
H -0.49 2.01 -0.87
F 2.96 0.17 3.86
Te 1.16 0.80 3.85
F 0.44 -1.65 2.33
F 0.41 0.24 5.84
F -1.19 0.95 2.74
F 1.44 2.68 4.14
O 1.36 1.13 1.97
*
```

Values from the calculation:
**Orbital gap (spin up / spin down)**: 0.2901 / 0.1655 Eh
**⟨S²⟩**: 2.089
**Strongest force on any atom**: 6.0 eV/A
**Lowest unoccupied orbital energy (spin up / spin down)**: -0.06363 / -0.18628 Eh

Question: Which formula does entry 1 have?
Answer: C19H26N2O2S